{
  "formula": "C5H8NO",
  "method": "ωB97M-V with the def2-TZVPD basis set",
  "charge": 1,
  "homo_ev": -15.10,
  "homo_lumo_gap_ha": 0.39732,
  "symbols": ["C", "C", "C", "C", "C", "N", "O", "H", "H", "H", "H", "H", "H", "H", "H"],
  "xyz": [[-0.494, 0.431, -0.928], [-0.666, 0.069, 4.271], [0.106, 0.009, 1.865], [-0.428, -0.024, -2.092], [1.103, -0.461, -3.891], [-0.335, 0.113, 2.915], [-0.157, -0.602, -3.124], [-0.897, 1.380, -0.632], [0.010, 0.817, 4.746], [-0.455, -0.869, 4.664], [-1.787, 0.211, 4.248], [-0.026, 0.086, 0.212], [0.892, 0.367, -4.668], [1.185, -1.495, -4.305], [1.951, -0.033, -3.282]],
  "forces_ev_per_angstrom": [[0.36, 0.51, 1.79], [-1.35, 2.19, -0.11], [0.05, 0.14, -1.35], [1.20, -0.21, 0.98], [0.38, 1.56, -1.29], [0.80, -0.67, -0.37], [-0.62, -0.38, -0.64], [-0.47, 0.47, -0.43], [-1.24, -0.28, 0.15], [0.41, -1.77, 0.61], [1.31, 0.37, 0.97], [-0.44, -0.32, -1.27], [0.17, -1.75, 0.93], [0.48, 1.22, 0.23], [-1.03, -1.07, -0.20]]
}

---

{
  "formula": "C5H8NO",
  "method": "ωB97M-V with the def2-TZVPD basis set",
  "charge": 1,
  "homo_ev": [-14.02, -14.02],
  "homo_lumo_gap_ha": [0.30016, 0.30018],
  "symbols": ["C", "C", "C", "C", "C", "N", "O", "H", "H", "H", "H", "H", "H", "H", "H"],
  "xyz": [[-2.260, 0.106, -0.377], [-3.418, -0.128, -0.044], [-1.025, 0.573, -0.339], [-0.574, 1.979, -0.268], [-0.304, -1.758, 0.116], [0.112, -0.392, -0.204], [-4.641, -0.560, 0.378], [-1.293, 2.753, -0.614], [-0.327, 2.192, 0.784], [0.275, 1.934, -0.889], [-1.054, -2.333, -0.598], [0.571, -2.390, 0.298], [-0.764, -1.637, 1.021], [0.579, -0.327, -1.098], [0.822, 0.000, 0.382]],
  "forces_ev_per_angstrom": [[4.39, 0.97, -0.55], [-13.12, -4.59, 4.02], [-2.10, 0.12, 0.80], [-1.07, 0.08, 0.40], [0.03, -2.58, -1.69], [-0.97, 0.38, -2.31], [9.64, 3.66, -3.38], [0.41, -0.90, 0.14], [0.25, 0.09, -0.30], [1.55, 1.08, -0.66], [1.77, 1.92, 1.05], [-0.03, 0.24, -0.36], [-1.48, -0.14, 2.37], [0.28, -0.42, -0.86], [0.43, 0.10, 1.33]]
}

---

{
  "formula": "C5H8NO",
  "method": "ωB97M-V with the def2-TZVPD basis set",
  "charge": 1,
  "homo_ev": [-16.05, -15.22],
  "homo_lumo_gap_ha": [0.34759, 0.31239],
  "symbols": ["C", "C", "C", "C", "C", "N", "O", "H", "H", "H", "H", "H", "H", "H", "H"],
  "xyz": [[-0.316, -0.552, -0.391], [0.793, 0.846, 0.501], [-0.693, 0.643, 0.402], [-1.544, 1.818, -0.254], [2.119, -1.250, -0.432], [0.959, -0.389, -0.181], [1.927, 1.554, 1.404], [-0.875, -1.433, -0.802], [-1.134, 0.407, 1.321], [-1.243, 2.186, -1.167], [-1.611, 2.482, 0.656], [-2.647, 1.460, -0.310], [2.945, -0.807, 0.332], [2.375, -1.174, -1.478], [1.817, -2.302, -0.357]],
  "forces_ev_per_angstrom": [[-0.25, -1.09, 0.61], [6.84, 2.93, 5.65], [-1.36, 3.01, -2.53], [-2.72, -2.35, 4.63], [1.41, 1.12, 1.49], [0.65, -0.77, -0.78], [-6.94, -4.28, -5.70], [0.80, 0.97, 0.14], [-0.64, -0.50, 1.51], [1.00, 1.02, -1.68], [0.32, 0.27, -1.62], [1.88, 0.36, -0.24], [-1.76, -1.61, -2.06], [0.57, 0.61, -0.24], [0.20, 0.34, 0.83]]
}

---

{
  "formula": "C5H8NO2",
  "method": "ωB97M-V with the def2-TZVPD basis set",
  "charge": -1,
  "homo_ev": -4.03,
  "homo_lumo_gap_ha": 0.30091,
  "symbols": ["O", "C", "O", "C", "H", "H", "H", "C", "C", "C", "N", "H", "H", "H", "H", "H"],
  "xyz": [[0.716, -1.624, 1.565], [1.399, -0.819, 0.894], [1.003, 0.215, 0.300], [2.905, -1.119, 0.759], [3.347, -0.641, -0.114], [3.402, -0.718, 1.648], [3.025, -2.204, 0.745], [-2.366, 1.029, -1.331], [-1.281, 1.791, -1.496], [-1.820, -0.251, 0.588], [-2.641, 0.410, -0.117], [-3.125, 0.895, -2.096], [-0.633, 2.016, -0.663], [-0.994, 2.150, -2.478], [-1.845, -0.222, 1.678], [-1.092, -0.908, 0.118]],
  "forces_ev_per_angstrom": [[0.09, -0.07, 0.16], [0.02, 0.38, -0.47], [-0.01, 0.06, 0.25], [-0.14, -0.20, 0.33], [-0.09, -0.06, -0.06], [0.05, -0.11, 0.00], [0.26, 0.05, -0.03], [0.19, -1.29, 0.18], [-0.04, 0.00, -0.39], [-0.02, -0.49, -1.19], [-0.44, 1.93, 1.11], [0.14, -0.05, -0.15], [0.25, -0.34, 0.00], [-0.33, 0.30, 0.09], [-0.42, -0.47, -0.09], [0.50, 0.37, 0.27]]
}

---

{
  "formula": "C5H8NO2",
  "method": "ωB97M-V with the def2-TZVPD basis set",
  "charge": -1,
  "homo_ev": -4.02,
  "homo_lumo_gap_ha": 0.24894,
  "symbols": ["C", "C", "C", "C", "N", "C", "O", "O", "H", "H", "H", "H", "H", "H", "H", "H"],
  "xyz": [[-0.164, -0.355, 0.757], [-0.366, -1.079, -0.635], [-0.041, -0.204, -1.810], [-0.532, -0.198, -3.151], [1.113, 0.410, 1.174], [0.878, 1.285, 2.393], [-0.251, 1.684, 2.573], [1.869, 1.547, 3.176], [-0.367, -1.013, 1.591], [-0.866, 0.413, 0.697], [-0.205, -2.152, -0.575], [-1.392, -1.136, -0.520], [0.734, 0.458, -1.464], [-0.454, 0.825, -3.366], [-1.873, -0.265, -2.160], [1.917, -0.221, 1.320]],
  "forces_ev_per_angstrom": [[3.06, 0.37, 0.25], [0.97, 0.23, 1.76], [-0.05, -1.25, -1.48], [-2.76, -1.11, 6.50], [-0.58, -0.82, -0.33], [2.99, -0.19, 1.46], [-2.35, 0.36, -0.60], [-0.74, -1.20, -2.23], [-0.66, -0.46, -0.08], [-1.27, 1.26, 0.55], [1.41, -0.14, -0.67], [-2.59, -0.06, -0.42], [0.61, 0.72, -0.34], [0.18, 1.54, -1.39], [2.46, 0.17, -3.09], [-0.67, 0.59, 0.12]]
}

---

{
  "formula": "C5H8NO2",
  "method": "ωB97M-V with the def2-TZVPD basis set",
  "charge": 1,
  "homo_ev": -14.46,
  "homo_lumo_gap_ha": 0.35682,
  "symbols": ["C", "C", "C", "C", "C", "N", "O", "O", "H", "H", "H", "H", "H", "H", "H", "H"],
  "xyz": [[0.287, 1.390, -0.423], [1.408, 1.269, -1.139], [-0.441, 0.232, -0.301], [0.550, -1.498, 0.854], [0.092, -1.115, -0.504], [-1.682, 0.240, 0.066], [-0.095, 2.654, 0.110], [2.343, 1.288, -1.780], [0.895, -2.510, 0.819], [-0.342, -1.477, 1.416], [1.302, -0.936, 1.379], [-0.686, -1.738, -0.696], [0.808, -1.160, -1.294], [-2.146, -0.559, 0.101], [-2.280, 1.044, 0.343], [-0.014, 2.879, 1.050]],
  "forces_ev_per_angstrom": [[-0.33, 2.19, 2.33], [1.33, 1.11, -0.42], [-1.44, 0.08, -0.60], [0.90, -1.11, 0.67], [2.01, 2.02, -0.04], [0.00, 5.20, 0.87], [-0.23, -0.89, -1.96], [0.05, -0.31, -0.07], [0.22, -0.71, 0.13], [-0.77, -0.22, 1.31], [0.33, 0.61, -0.24], [-2.21, -1.90, -1.19], [0.72, -0.15, -0.50], [-2.42, -4.48, 0.20], [1.28, -0.42, -0.45], [0.56, -1.03, -0.04]]
}

---

{
  "formula": "C5H8NO4",
  "method": "ωB97M-V with the def2-TZVPD basis set",
  "charge": -1,
  "homo_ev": -2.97,
  "homo_lumo_gap_ha": 0.24722,
  "symbols": ["C", "C", "C", "C", "C", "N", "O", "O", "O", "O", "H", "H", "H", "H", "H", "H", "H", "H"],
  "xyz": [[0.234, 1.986, 3.450], [-1.851, -0.355, -1.189], [1.275, -1.337, -1.328], [-0.592, 0.445, -0.993], [0.531, -0.390, -0.419], [0.869, -0.212, 0.815], [-0.676, 1.492, 3.951], [1.771, -0.900, 1.288], [1.234, 2.516, 3.195], [0.214, 0.680, 1.554], [-1.730, -1.230, -0.614], [-2.729, 0.259, -0.678], [-1.981, -0.695, -2.206], [0.754, -2.280, -1.259], [1.256, -0.839, -2.348], [2.278, -1.426, -0.965], [-0.640, 1.346, -0.270], [-0.216, 0.942, -1.985]],
  "forces_ev_per_angstrom": [[1.71, -0.32, 0.25], [-1.77, 2.11, 1.31], [-0.82, 1.75, -0.02], [2.43, 2.55, -0.23], [-0.91, 1.03, -2.17], [-1.71, 1.47, 0.18], [-1.53, -0.24, 0.27], [2.02, -1.14, 1.82], [0.03, 0.73, -0.26], [0.50, -0.99, -0.43], [-0.16, -1.16, 0.88], [1.26, -1.48, -1.65], [-0.57, 0.33, -0.40], [0.15, -0.68, -0.65], [0.00, -1.08, 0.86], [0.63, -0.30, 0.06], [-0.56, -1.61, -1.12], [-0.69, -0.97, 1.31]]
}

---

{
  "formula": "C5H8NOP",
  "method": "ωB97M-V with the def2-TZVPD basis set",
  "charge": 0,
  "homo_ev": -8.79,
  "homo_lumo_gap_ha": 0.33883,
  "symbols": ["C", "C", "C", "C", "C", "N", "O", "P", "H", "H", "H", "H", "H", "H", "H", "H"],
  "xyz": [[-1.069, -1.166, 0.401], [-0.070, -1.794, -0.235], [-1.252, 1.041, 1.426], [-1.371, 2.111, 2.147], [1.055, 0.449, -1.758], [-1.156, 0.161, 0.606], [2.353, -1.987, -1.485], [1.468, -1.048, -0.793], [-1.965, -1.711, 0.685], [-0.151, -2.855, -0.416], [2.030, -0.504, 0.369], [-2.302, 2.336, 2.640], [-0.536, 2.764, 2.317], [1.985, 0.962, -1.994], [0.589, 0.124, -2.688], [0.390, 1.117, -1.221]],
  "forces_ev_per_angstrom": [[0.21, -1.47, -0.41], [-0.02, 0.34, 0.18], [0.18, -0.66, -0.71], [-0.10, 0.45, 0.58], [0.10, -0.56, 0.16], [-0.30, 1.48, 0.25], [0.54, -0.71, -0.49], [-0.66, 0.98, 0.00], [0.07, -0.01, 0.05], [-0.02, -0.07, 0.05], [0.00, 0.14, 0.27], [-0.16, -0.01, -0.03], [0.25, 0.02, 0.03], [0.06, 0.00, 0.01], [-0.04, 0.03, 0.00], [-0.09, 0.05, 0.06]]
}